Record 1
{
  "formula": "C21H20MoN2O4S3",
  "method": "ωB97M-V with the def2-TZVPD basis set",
  "symbols": ["Mo", "C", "C", "C", "C", "C", "C", "C", "C", "C", "S", "C", "N", "H", "H", "H", "H", "H", "H", "H", "H", "S", "C", "C", "C", "C", "C", "C", "C", "C", "S", "O", "O", "N", "C", "C", "C", "O", "O", "H", "H", "H", "H", "H", "H", "H", "H", "H", "H", "H", "H"],
  "coordinates": [[-0.1427, -0.4934, -1.1311], [-2.7950, -1.4982, 0.5827], [-1.5423, -2.1202, 1.0851], [-1.6074, -2.8943, 2.2559], [-0.4971, -3.5345, 2.7310], [0.6977, -3.4581, 1.9892], [1.8572, -4.1628, 2.3648], [2.9627, -4.1623, 1.5514], [2.9399, -3.4712, 0.3393], [1.8333, -2.7302, -0.0374], [1.8048, -1.8882, -1.5691], [0.6894, -2.6885, 0.7951], [-0.4090, -1.9750, 0.3904], [-3.5167, -1.3895, 1.3883], [-3.2284, -2.1531, -0.1769], [-2.6201, -0.5211, 0.1360], [-2.5508, -2.9616, 2.7710], [-0.5221, -4.1350, 3.6259], [1.8381, -4.7173, 3.2894], [3.8466, -4.7151, 1.8293], [3.7845, -3.5044, -0.3295], [-1.9824, -1.9577, -3.7245], [-1.1478, -1.4083, -2.5558], [3.6824, 0.8991, -1.0229], [2.3848, 1.4078, -0.4899], [1.9540, 2.7024, -0.7486], [0.7397, 3.1669, -0.2507], [-0.0914, 2.3086, 0.4354], [0.3163, 1.0061, 0.7491], [1.5800, 0.5693, 0.3168], [-1.6798, 2.8533, 1.1024], [-2.1844, 1.7622, 1.8821], [-1.4197, 4.1244, 1.6893], [-2.7673, 3.0885, -0.1227], [-2.4056, 3.8549, -1.2802], [-1.7318, 3.0477, -2.4325], [-1.1879, 1.7151, -1.9838], [-1.8747, 0.9538, -1.2569], [-0.0470, 1.3147, -2.3345], [4.2993, 1.7079, -1.4023], [3.4819, 0.2054, -1.8443], [4.2360, 0.3528, -0.2617], [2.5812, 3.3746, -1.3168], [0.4502, 4.1966, -0.3914], [-0.2388, 0.5089, 1.5493], [2.0546, -0.2856, 0.7975], [-3.3453, 2.2808, -0.2982], [-1.7521, 4.6512, -0.9204], [-3.3129, 4.3187, -1.6754], [-0.9247, 3.6141, -2.8969], [-2.4874, 2.8408, -3.1936]],
  "charge": 1,
  "total_energy_ha": -2485.2583,
  "homo_lumo_gap_ha": [0.2152, 0.2122],
  "e_homo_ev": [-11.483, -11.066],
  "s_squared": 0.860,
  "e_lumo_ev": [-5.6, -5.3],
  "spin_multiplicity": 2
}


Record 2
{
  "formula": "C21H20N2O8SSiSn",
  "method": "ωB97M-V with the def2-TZVPD basis set",
  "symbols": ["Sn", "O", "C", "C", "C", "N", "C", "C", "C", "O", "O", "C", "O", "O", "H", "H", "H", "C", "Si", "C", "C", "C", "C", "C", "C", "C", "H", "H", "H", "H", "H", "H", "H", "H", "H", "H", "H", "N", "C", "C", "C", "C", "C", "C", "S", "O", "O", "O", "H", "H", "H", "H", "H", "H"],
  "coordinates": [[1.7088, 0.0414, -1.0631], [1.0518, -1.8093, 5.0050], [1.0658, -1.2979, 3.7740], [-0.0628, -1.2692, 2.9505], [0.0505, -0.7229, 1.6913], [1.2202, -0.2854, 1.2143], [2.2791, -0.2423, 2.0197], [2.2486, -0.7172, 3.3096], [3.5025, 0.4563, 1.4252], [4.4239, 0.7521, 2.1418], [3.3938, 0.6903, 0.1470], [-1.1564, -0.4075, 0.8801], [-2.2565, -0.8086, 1.1140], [-0.8996, 0.5441, -0.0611], [0.1875, -2.1768, 5.2231], [-1.0282, -1.6298, 3.2836], [3.1305, -0.6456, 3.9308], [-0.5432, 3.2204, -0.7681], [-1.7574, 2.0321, 0.0477], [-3.3980, 1.8431, -0.8259], [-1.8205, 2.3932, 1.8831], [-0.6031, 2.5921, 2.5449], [-0.5642, 2.8644, 3.9022], [-1.7483, 2.9369, 4.6241], [-2.9630, 2.7301, 3.9868], [-2.9989, 2.4624, 2.6261], [-0.8239, 4.2590, -0.5895], [-0.4793, 3.0668, -1.8438], [0.4571, 3.0804, -0.3424], [-4.0654, 2.6779, -0.6039], [-3.8828, 0.9202, -0.5039], [-3.2761, 1.8039, -1.9096], [0.3291, 2.5322, 1.9912], [0.3869, 3.0230, 4.3946], [-1.7214, 3.1541, 5.6839], [-3.8821, 2.7767, 4.5564], [-3.9550, 2.3012, 2.1412], [-0.1013, 0.1810, -3.1665], [0.4568, -1.0689, -3.5639], [1.3424, -1.1390, -4.6332], [1.9065, -2.3600, -4.9747], [1.5993, -3.4926, -4.2359], [0.7421, -3.4232, -3.1541], [0.1744, -2.2043, -2.8037], [2.2690, -5.1110, -4.7261], [3.3838, -4.7821, -5.5922], [2.6280, -5.7192, -3.4579], [1.1255, -5.7106, -5.3926], [-0.2049, 0.8167, -3.9473], [-1.0019, 0.0413, -2.7228], [1.5603, -0.2423, -5.2055], [2.5855, -2.4609, -5.8112], [0.5262, -4.3316, -2.6068], [-0.5416, -2.1350, -1.9866]],
  "charge": 0,
  "total_energy_ha": -2425.7492,
  "homo_lumo_gap_ha": 0.1937,
  "e_homo_ev": -7.594,
  "e_lumo_ev": -2.3
}


Record 3
{
  "formula": "C21H20N4NaO2S2",
  "method": "ωB97M-V with the def2-TZVPD basis set",
  "symbols": ["Na", "C", "C", "N", "O", "C", "C", "N", "O", "H", "H", "H", "H", "H", "H", "H", "C", "C", "C", "C", "C", "C", "C", "C", "C", "S", "C", "N", "H", "H", "H", "H", "H", "H", "H", "H", "S", "C", "N", "C", "C", "C", "C", "C", "C", "H", "H", "H", "H", "H"],
  "coordinates": [[0.9467, -0.0171, 1.1171], [-3.2166, -1.9511, 0.9956], [-1.9769, -1.2729, 0.4812], [-0.8085, -1.8755, 0.5639], [1.4453, -2.4743, -0.0136], [-2.0914, 0.0325, -0.0510], [-3.3235, 0.5939, -0.6820], [-1.0402, 0.8161, 0.2572], [-1.0784, 2.0326, -0.0793], [-3.0454, -3.0097, 1.1715], [-4.0171, -1.8255, 0.2637], [-3.5415, -1.4805, 1.9268], [1.2423, -3.3481, 0.3496], [-3.7070, -0.0602, -1.4688], [-3.0800, 1.5613, -1.1181], [-4.1301, 0.7485, 0.0426], [0.8213, 1.0048, -2.8046], [0.4429, -0.4061, -2.4394], [-0.1257, -1.2602, -3.3812], [-0.5054, -2.5314, -2.9355], [-0.3204, -2.9391, -1.6389], [-0.8194, -4.2116, -1.1580], [-0.9301, -4.6998, 0.1034], [-0.6245, -4.0985, 1.3912], [-0.5494, -2.7712, 1.6572], [-0.0829, -1.9391, 3.1169], [0.3313, -1.9969, -0.7259], [0.6772, -0.7461, -1.1841], [0.6920, 1.1884, -3.8725], [1.8660, 1.1919, -2.5443], [0.2035, 1.7120, -2.2484], [-0.2847, -0.9357, -4.3989], [-0.9795, -3.2262, -3.6246], [-1.1624, -4.8773, -1.9470], [-1.2845, -5.7255, 0.1696], [-0.4545, -4.7733, 2.2239], [3.4490, 3.3544, 3.9348], [2.8421, 1.8118, 3.4457], [2.3189, 1.7356, 2.2747], [2.3297, 2.9932, 1.6621], [1.7825, 3.2690, 0.4086], [1.8604, 4.5615, -0.0621], [2.4634, 5.5745, 0.6990], [2.9878, 5.3166, 1.9470], [2.9111, 4.0067, 2.4254], [2.9238, 0.9551, 4.1008], [1.2646, 2.5096, -0.1612], [1.4309, 4.7971, -1.0265], [2.5070, 6.5810, 0.3027], [3.4405, 6.1046, 2.5338]],
  "charge": -1,
  "total_energy_ha": -2140.4427,
  "homo_lumo_gap_ha": 0.1915,
  "e_homo_ev": -3.178,
  "e_lumo_ev": 2.0
}


Record 4
{
  "formula": "C21H20NO5Pd",
  "method": "ωB97M-V with the def2-TZVPD basis set",
  "symbols": ["Pd", "O", "C", "O", "C", "C", "C", "C", "C", "O", "C", "C", "O", "O", "H", "H", "H", "H", "H", "H", "H", "H", "N", "C", "C", "C", "C", "C", "C", "C", "C", "C", "C", "C", "C", "H", "H", "H", "H", "H", "H", "H", "H", "H", "H", "C", "H", "H"],
  "coordinates": [[-0.7395, 0.5821, 0.4298], [-2.6657, 0.4221, 3.9950], [-2.1810, -0.0084, 2.9518], [-2.2838, 0.5798, 1.8107], [-1.5571, -1.4191, 3.0109], [-1.8598, -2.2998, 1.7847], [-1.8020, -3.7765, 2.1847], [-0.2753, -3.9805, 2.3718], [0.2580, -2.5947, 1.9844], [-0.6725, -2.1910, 0.9609], [0.0078, -1.6016, 3.1265], [0.8976, -0.3604, 3.0445], [1.6400, -0.1217, 3.9982], [0.8430, 0.3166, 1.9584], [-2.0117, -1.8597, 3.8972], [-2.7284, -1.9897, 1.2109], [-2.1839, -4.4040, 1.3787], [-2.3804, -3.9834, 3.0852], [0.1062, -4.7541, 1.7044], [0.0011, -4.2444, 3.3928], [1.2695, -2.5758, 1.5821], [0.2601, -2.0767, 4.0739], [0.5478, -0.3482, -1.0192], [0.6510, -0.0111, -2.3934], [0.4469, -1.0089, -3.3462], [0.5899, -0.7322, -4.6985], [0.9424, 0.5332, -5.1269], [1.0975, 1.5405, -4.1646], [0.9252, 1.2852, -2.8216], [1.0023, 2.4114, -1.7997], [2.1196, 3.2238, -1.7565], [2.2373, 4.2243, -0.7960], [1.2138, 4.3774, 0.1319], [0.0864, 3.5795, 0.0686], [-0.0601, 2.5923, -0.9147], [1.3372, -0.0344, -0.4529], [0.3739, -1.3287, -0.8341], [0.1968, -2.0078, -3.0079], [0.4226, -1.5240, -5.4197], [1.0746, 0.7574, -6.1763], [1.3224, 2.5529, -4.4807], [2.9290, 3.0505, -2.4581], [3.1191, 4.8501, -0.7636], [1.2979, 5.1169, 0.9188], [-0.7096, 3.7017, 0.7933], [-1.3455, 1.8224, -0.9556], [-2.1865, 2.3966, -0.5713], [-1.5743, 1.3200, -1.8928]],
  "charge": -1,
  "total_energy_ha": -1371.1667,
  "homo_lumo_gap_ha": 0.2691,
  "e_homo_ev": -4.634,
  "e_lumo_ev": 2.7
}